C2HEuFO2 | ωB97M-V/def2-TZVPD

```
7
Properties=species:S:1:pos:R:3:forces:R:3
C -0.513487 1.119332 1.335122 -0.7734 -1.1022 0.2949
C -1.162140 2.050021 0.643884 -0.2669 -0.3655 0.1408
O -1.764842 2.877823 0.065105 0.5022 -0.3800 0.1334
Eu -0.002995 -2.102280 0.155954 -0.1643 1.5978 0.4790
F 1.479227 -1.070532 -0.917687 -0.0573 -0.4224 -0.0287
H 0.063963 1.519246 2.178822 0.0147 -0.2724 -0.4399
O -0.797546 -0.266199 1.270332 0.7449 0.9447 -0.5797
```
Positions in Å, forces in eV/Å.

Properties
**F_max**: 1.68 eV/A
**Frontier orbital gap (alpha / beta)**: 0.2072 / 0.2092 Eh
**2S+1**: 8
**LUMO energy (alpha / beta)**: -1.25 / -1.23 eV
**Expectation value of S²**: 15.76
**Energy above the lowest of the compared OMol25 structures with the same formula, charge and spin**: 0.0 kJ/mol